Entry 1:
Computed, not measured: a cluster of 2 separate species, CH6S4 in total at a distorted geometry, with ωB97M-V/def2-TZVPD.

As for the charge: -1. Its expectation value of S² is 0.754. For the orbital gap (spin up / spin down), the calculation gives 2.945 / 6.514 eV. As for the spin multiplicity: 2.

Each atom is followed by the atoms it is bonded to, with distances in Å.
Element x y z (Å)
1 S -0.8594 1.8025 -0.6559  S2 2.210, H3 1.337
2 S 1.1276 2.5793 -0.0802  S1 2.210, H4 1.322
3 H -0.4608 0.9245 -1.5814  S1 1.337
4 H 0.9301 3.6916 -0.7666  S2 1.322
5 C 0.8090 -2.3740 -1.0197  S6 1.842, H8 1.089, H9 1.088, H10 1.087
6 S -0.6150 -1.4470 -0.3083  C5 1.842, S7 2.030
7 S -0.1709 -1.6577 1.6617  S6 2.030, H11 1.356
8 H 1.6792 -1.8365 -0.6455  C5 1.089
9 H 0.8003 -2.3598 -2.1080  C5 1.088
10 H 0.8043 -3.3872 -0.6261  C5 1.087
11 H -0.8633 -2.7862 1.9563  S7 1.356



Entry 2:
Computed, not measured: a cluster of 2 separate species, CH6S4 in total at a distorted geometry, with ωB97M-V/def2-TZVPD.

As for the charge: 0. For the orbital gap, the calculation gives 8.344 eV. The SMILES is CSS.SS. As for the spin multiplicity: 1.

Each atom is followed by the atoms it is bonded to, with distances in Å.
Element x y z (Å)
1 S 2.5011 0.8367 -1.2236  S2 2.029, H3 1.356
2 S 1.3400 2.5008 -1.2156  S1 2.029, H4 1.409
3 H 3.4538 1.1167 -0.3009  S1 1.356
4 H 0.3520 1.8524 -1.9836  S2 1.409
5 C -1.1571 0.1554 0.0968  S6 1.908, H8 1.077, H9 1.151, H10 1.069
6 S -2.2342 -1.3881 0.4083  C5 1.908, S7 2.028
7 S -1.1021 -2.0831 1.9410  S6 2.028, H11 1.385
8 H -0.6812 0.2254 1.0609  C5 1.077
9 H -1.7702 1.1222 0.2146  C5 1.151
10 H -0.6821 -0.1003 -0.8263  C5 1.069
11 H -1.8056 -3.0096 2.6926  S7 1.385



Entry 3:
Computed, not measured: a cluster of 2 separate species, CH7ClN2P in total at a distorted geometry, with ωB97M-V/def2-TZVPD.

As for the charge: +1. For the orbital gap (spin up / spin down), the calculation gives 7.872 / 6.985 eV. As for the spin multiplicity: 1.

Each atom is followed by the atoms it is bonded to, with distances in Å.
Element x y z (Å)
1 C 0.7133 -0.8302 -1.0453  P4 1.887, H6 1.146, H7 1.054, H8 1.067
2 N 0.1412 1.3834 0.7761  P4 1.621, H9 1.107, H10 1.006
3 N -1.5944 -0.5540 0.5807  P4 1.615, H11 0.990, H12 1.014
4 P -0.5414 0.3383 -0.2581  C1 1.887, N2 1.621, N3 1.615
5 Cl -0.9226 2.2763 -2.5707  no bonds
6 H 0.0001 -1.1441 -1.8860  C1 1.146
7 H 0.8148 -1.6464 -0.3859  C1 1.054
8 H 1.4801 -0.2033 -1.4411  C1 1.067
9 H 0.5621 2.2311 0.2021  N2 1.107
10 H -0.2899 1.5773 1.6642  N2 1.006
11 H -1.9662 -0.3428 1.4736  N3 0.990
12 H -1.8777 -1.5169 0.4332  N3 1.014